# 1
Here is C17H14AgF6O3 as an isolated structure at a distorted geometry from the Open Molecules 2025 dataset. Energies are from ωB97M-V with the def2-TZVPD basis set.

Values from the calculation:
<S²> ... 0.76
LUMO level (spin up / spin down) ... -0.3222 / -0.4139 hartree
Frontier orbital gap (spin up / spin down) ... 7.254 / 4.715 eV
Energy ... -1627.3647 Eh

Structure (ORCA input):
```
! RIJCOSX wB97M-V def2-TZVPD def2/J DEFGRID3
* xyz 2 2
Ag 2.318 1.492 6.138
F 2.259 -1.547 4.188
F -1.943 -3.812 -3.743
F -0.087 -3.044 -2.915
F -1.926 -2.006 -2.527
F 1.056 -2.611 5.635
F 0.680 -2.854 3.511
O 0.070 3.435 -1.546
O -0.447 -0.663 -4.494
O 2.032 -1.106 -0.432
C 0.654 0.563 4.281
C -1.254 -2.703 -3.470
C 0.934 0.173 1.807
C 0.013 1.187 -2.222
C -1.053 -1.910 -4.737
C 0.018 -0.815 4.514
C 0.551 -0.028 -1.897
C 0.256 1.892 0.191
C 0.122 2.287 -1.232
C 1.011 -1.979 4.459
C 0.550 1.021 2.838
C 0.048 2.309 2.523
C -1.359 0.365 -4.161
C -0.630 1.519 -3.510
C 0.775 0.608 0.496
C -0.104 2.747 1.235
C 1.195 -0.273 -0.623
H 0.111 1.976 -4.168
H -2.160 0.034 -3.502
H 1.742 0.559 4.555
H -0.239 2.962 3.333
H 0.143 1.290 4.919
H -0.480 3.730 1.002
H -1.832 0.738 -5.070
H -1.990 -1.839 -5.283
H -0.376 -2.488 -5.357
H -0.480 -0.871 5.473
H 1.354 -0.808 1.960
H 0.561 -0.849 -2.599
H -1.358 2.307 -3.323
H -0.734 -0.983 3.754
*
```

***

# 2
Here is C18H22N2O6S as an isolated structure at a distorted geometry from the Open Molecules 2025 dataset. Energies are from ωB97M-V with the def2-TZVPD basis set.

Values from the calculation:
LUMO level ... 0.0143 hartree
Frontier orbital gap ... 8.867 eV
Relative energy (zero: lowest compared OMol25 entry of this formula, charge and spin) ... 17.5510 eV
Energy ... -1657.6838 Eh

Structure (ORCA input):
```
! RIJCOSX wB97M-V def2-TZVPD def2/J DEFGRID3
* xyz 0 1
S -0.853 -2.280 0.048
O 2.974 -0.140 -1.056
O 4.520 -0.887 0.212
O 2.413 1.232 1.187
O -3.164 -0.842 1.362
O -4.099 -0.316 -0.629
O 1.566 -1.378 1.113
N -1.147 0.187 -0.265
N 0.801 -0.377 0.554
C 1.270 0.968 1.081
C -1.507 2.782 -0.695
C -3.301 -0.959 0.017
C 2.453 -1.912 -0.035
C 5.500 0.409 0.142
C 0.438 2.090 0.498
C -0.474 -0.609 0.231
C -0.064 4.307 0.041
C -4.911 0.711 0.083
C 3.157 -3.068 0.635
C -6.079 0.345 0.725
C -2.536 -1.842 -0.777
C -0.818 1.596 -0.087
C -1.258 4.035 -0.361
C 0.696 3.409 0.742
C 3.330 -0.857 -0.288
C 6.275 0.228 -0.998
C -3.463 -3.190 -0.501
H 1.843 3.557 1.048
H 6.001 0.461 1.028
H -6.718 -0.320 -0.064
H 2.384 -3.752 0.927
H -2.621 2.371 -0.994
H 6.891 -0.793 -0.948
H 7.031 0.927 -1.142
H -6.708 0.919 0.973
H -4.402 -3.144 -1.153
H 0.278 5.162 0.241
H -2.896 -3.950 -1.393
H -2.267 -1.613 -1.745
H 4.879 1.399 0.013
H 3.783 -2.789 1.599
H 5.634 0.258 -2.079
H -5.835 -0.557 1.716
H -1.836 4.940 -0.868
H 1.938 -2.437 -0.918
H -3.499 -3.772 0.303
H -5.262 1.642 -0.586
H 3.855 -3.322 0.042
H -4.190 1.171 1.019
*
```

***

# 3
Here is the molecule C3H6OS at a distorted geometry from the Open Molecules 2025 dataset. Energies are from ωB97M-V with the def2-TZVPD basis set.

Values from the calculation:
SMILES string ... O=CCCS
LUMO level ... 0.0250 hartree
Frontier orbital gap ... 9.985 eV
Relative energy (zero: lowest compared OMol25 entry of this formula, charge and spin) ... 1.1645 eV
Energy ... -591.2902 Eh

Structure (ORCA input):
```
! RIJCOSX wB97M-V def2-TZVPD def2/J DEFGRID3
* xyz 0 1
S 2.118 -0.480 -1.028
O -2.018 1.257 -0.053
C -0.383 -0.409 0.182
C 0.864 0.466 -0.109
C -1.461 0.504 0.702
H -0.203 -1.439 0.495
H 1.728 -1.758 -1.067
H -1.825 0.423 1.739
H 1.317 0.914 0.771
H -0.663 -0.712 -0.833
H 0.526 1.232 -0.799
*
```

***

# 4
Here is C21H56O21PbS7 as an isolated structure at a distorted geometry from the Open Molecules 2025 dataset. Energies are from ωB97M-V with the def2-TZVPD basis set.

Values from the calculation:
LUMO level ... -0.4459 hartree
Frontier orbital gap ... 1.776 eV
Energy ... -5392.9181 Eh

Structure (ORCA input):
```
! RIJCOSX wB97M-V def2-TZVPD def2/J DEFGRID3
* xyz 2 1
Pb 18.856 10.308 19.291
S 25.708 8.576 21.629
S 14.296 7.245 23.438
S 18.359 13.162 25.936
S 13.541 6.727 15.733
S 13.491 15.169 20.263
S 22.561 9.197 13.630
S 20.322 3.087 19.927
O 11.987 14.637 19.799
O 21.061 2.505 18.801
O 19.951 4.495 19.958
O 22.782 10.538 13.097
O 14.713 7.109 25.031
O 12.053 6.906 16.551
O 14.410 7.752 16.278
O 26.470 7.101 21.542
O 26.566 9.527 20.843
O 21.269 2.931 21.287
O 18.433 12.315 24.716
O 24.021 8.404 13.742
O 14.088 5.345 15.775
O 19.057 12.771 27.172
O 13.388 15.881 21.541
O 16.743 13.324 26.351
O 21.800 9.033 14.861
O 14.368 14.069 19.994
O 13.559 6.048 23.028
O 24.302 8.428 21.231
O 15.465 7.656 22.668
C 13.070 7.165 14.013
C 22.306 2.038 21.289
C 25.769 8.979 23.542
C 16.384 13.890 27.570
C 11.041 4.815 16.289
C 18.668 14.934 25.504
C 13.121 8.643 23.741
C 25.460 6.774 14.244
C 16.714 5.774 25.212
C 14.809 13.954 27.613
C 13.702 16.436 18.967
C 22.852 1.848 22.666
C 21.836 8.120 12.210
C 15.189 5.831 25.453
C 28.461 5.671 21.524
C 10.804 15.367 20.010
C 10.809 6.259 16.089
C 27.839 7.053 21.909
C 24.032 7.246 14.514
C 18.918 2.092 20.507
C 9.465 14.655 19.648
H 11.840 4.406 15.670
H 10.692 15.741 21.028
H 10.679 6.416 15.019
H 19.669 15.071 25.095
H 14.430 14.494 28.482
H 21.972 1.707 23.294
H 12.970 17.174 19.294
H 29.513 5.731 21.804
H 10.016 6.580 16.765
H 15.059 5.773 26.534
H 14.653 4.958 25.081
H 22.088 7.062 12.285
H 18.512 15.540 26.397
H 18.034 2.326 19.913
H 12.478 8.686 22.862
H 23.260 6.630 14.054
H 10.944 16.326 19.510
H 14.351 14.423 26.742
H 14.643 16.977 19.072
H 12.554 8.408 24.642
H 16.996 5.497 24.196
H 12.279 7.914 14.041
H 28.392 5.500 20.450
H 13.528 16.083 17.951
H 26.788 9.315 23.732
H 13.708 9.546 23.906
H 16.675 13.353 28.472
H 23.101 2.205 20.563
H 17.114 4.975 25.837
H 25.774 6.787 13.201
H 28.032 4.811 22.037
H 23.912 7.366 15.591
H 10.197 4.206 15.966
H 8.783 15.216 19.008
H 17.325 6.564 25.649
H 23.341 2.799 22.877
H 25.496 8.063 24.065
H 22.346 8.558 11.352
H 27.931 7.158 22.990
H 28.477 7.782 21.409
H 23.505 0.983 22.786
H 9.720 13.775 19.057
H 17.807 15.202 24.891
H 8.882 14.387 20.529
H 12.643 6.265 13.572
H 25.473 5.734 14.571
H 19.271 1.078 20.321
H 26.136 7.379 14.847
H 14.395 12.957 27.758
H 18.769 2.320 21.562
H 20.774 8.243 11.997
H 13.912 7.575 13.455
H 11.426 4.656 17.296
H 16.800 14.894 27.657
H 21.832 1.090 21.034
H 25.023 9.722 23.825
*
```